Entry 1:
The following is a quantum chemistry calculation of a molecular structure, C7H10, from the Open Molecules 2025 dataset.

XYZ file:
```
17
Properties=species:S:1:pos:R:3:forces:R:3
C -1.765702 -0.608881 1.687939 -0.7 0.3 -0.1
C -1.808626 -0.382032 0.367135 -0.1 0.0 0.0
C -0.752166 0.530641 -0.144841 -0.1 -0.2 0.3
C 0.116358 0.645876 -1.368557 0.0 0.0 -0.1
C 1.519634 0.998989 -0.762247 0.2 0.4 -0.1
C 1.549976 -0.330292 0.069016 0.2 0.1 -0.1
C 0.234479 -0.588293 -0.566293 0.2 -0.6 0.0
H -2.475824 -1.263762 2.178308 0.2 -0.1 -0.1
H -1.032584 -0.077353 2.313967 -0.6 -0.1 -0.3
H -2.310957 -1.046440 -0.335565 -0.5 0.3 0.3
H -0.590123 1.339582 0.587146 0.7 -0.9 0.0
H -0.196706 0.794181 -2.401071 0.2 0.0 0.2
H 1.581951 1.918447 -0.174084 0.0 0.1 -0.2
H 2.281033 0.968733 -1.540138 0.0 0.2 0.1
H 2.317877 -1.053428 -0.217514 0.2 0.3 0.0
H 1.487749 -0.284512 1.169619 0.2 0.2 -0.4
H -0.156367 -1.561456 -0.862822 -0.2 0.2 0.4
```
Positions in Å, forces in eV/Å.

Its charge is 0. The spin multiplicity is 1. Its HOMO energy is -8.14 eV. The value obtained for the molar mass is 94.16 g mol⁻¹. The frontier orbital gap is 9.319 eV.

Entry 2:
The following is a quantum chemistry calculation of a gas-phase ion, C7H10 (charge +1), from the Open Molecules 2025 dataset.

XYZ file:
```
17
Properties=species:S:1:pos:R:3:forces:R:3
C -0.278386 -1.800675 0.416150 -0.6 0.0 0.8
C 0.454085 -2.701048 -0.222305 0.5 -0.4 -0.1
C -1.135217 -0.357707 -1.438744 -0.1 -0.1 0.8
C -0.705446 -0.506158 -0.126883 2.3 -0.3 -0.7
C -0.150070 0.596985 0.580698 -0.5 0.1 -0.2
C 0.488871 1.672837 0.008993 -0.2 0.3 0.6
C 1.143417 2.677229 0.881123 -0.1 0.4 -0.8
H -0.363262 -1.914253 1.494040 -0.4 -0.1 -0.1
H 0.825606 -3.572078 0.301212 -0.1 0.1 0.2
H 0.885864 -2.616995 -1.205533 -0.5 0.2 -0.5
H -1.428345 -1.232188 -2.005469 -0.1 0.3 -0.2
H -1.200734 0.655980 -1.789924 -0.2 0.0 -0.6
H -0.049863 0.480973 1.651416 0.0 0.1 0.2
H 0.648231 1.796849 -1.055510 -0.4 -0.2 -0.1
H 1.940378 2.183632 1.424402 0.1 0.0 0.5
H 1.586995 3.464008 0.276629 0.1 0.0 0.0
H 0.424663 3.159535 1.551246 0.1 -0.3 0.2
```
Positions in Å, forces in eV/Å.

Its charge is +1. The spin multiplicity is 2. Its HOMO energy (alpha / beta) is -14.45 / -14.09 eV. The value obtained for the molar mass is 94.16 g mol⁻¹. The frontier orbital gap (alpha / beta) is 9.224 / 6.247 eV.

Entry 3:
The following is a quantum chemistry calculation of a molecular structure, C7H10B4CaF16O6, from the Open Molecules 2025 dataset.

XYZ file:
```
44
Properties=species:S:1:pos:R:3:forces:R:3
Ca -0.390731 -0.380970 -1.690563 0.3 1.5 -1.6
B -0.233311 1.711100 -3.631923 -0.9 1.1 -2.5
F -1.503271 1.194140 -3.304903 -0.5 -1.8 1.2
F 0.094819 1.372890 -4.903093 0.5 -0.8 -0.8
F -0.471901 3.036360 -3.651603 -0.2 3.7 0.4
F 0.724369 1.468640 -2.700903 0.8 -1.1 1.8
B -0.822801 -2.178480 -4.254953 1.4 -1.3 -1.7
F 0.089509 -3.113080 -3.875483 0.5 -2.2 1.0
F -1.407111 -1.617910 -3.157393 -1.8 0.9 2.2
F -0.104551 -1.256270 -4.908953 -0.1 1.9 -1.5
F -1.807921 -2.765770 -5.019493 -1.2 -0.4 -0.8
B -1.374461 -2.268350 0.032017 1.0 -3.3 1.3
F -1.908511 -3.538970 -0.098273 -0.8 -0.3 0.4
F -0.975941 -2.056960 1.379677 -0.1 0.4 0.1
F -0.227411 -2.296610 -0.766233 1.2 -0.3 0.3
F -2.193831 -1.312860 -0.414553 -1.6 1.9 -0.4
B 2.517519 -1.108040 -3.575263 1.5 1.0 -2.0
F 1.453589 -1.207020 -2.757133 -2.3 -0.5 2.0
F 3.650319 -1.457020 -2.863083 1.2 -0.4 1.0
F 2.448039 -1.777720 -4.741463 -0.1 -3.1 -1.4
F 2.598279 0.157840 -4.074373 0.7 3.1 0.6
C -2.472491 2.170060 2.922257 -0.4 0.9 1.2
C -1.803671 3.412920 2.354047 -1.3 1.0 1.0
O -1.809561 3.085580 1.001527 0.3 5.8 -0.4
C -1.776901 1.853490 0.862827 3.3 -5.9 -6.1
O -1.317421 1.340040 -0.195943 -2.1 1.3 3.9
O -2.137341 1.221930 1.948497 0.0 -2.1 1.2
H -3.557681 2.149810 3.022517 -0.1 0.6 -0.2
H -2.084481 2.025960 3.930607 0.3 -0.9 -0.2
H -0.808641 3.596760 2.759287 0.3 -0.4 -0.3
H -2.345871 4.348870 2.488667 -0.2 -0.1 0.0
C 0.471279 -0.489790 4.221107 0.2 -0.2 -0.9
C 1.513019 0.005060 3.209527 0.8 0.2 2.3
C 2.660679 -0.977840 2.908347 -0.6 0.7 -0.6
O 2.793019 -0.756090 1.498867 0.0 0.2 -1.0
C 1.672289 -0.117180 0.988687 0.5 -1.9 -4.6
O 1.386029 -0.036000 -0.232833 1.9 0.2 5.6
O 0.933599 0.256810 1.985667 -2.4 0.7 -0.9
H -0.425741 0.126200 4.157697 0.0 0.0 0.0
H 0.808609 -0.533520 5.256677 0.3 0.2 -0.1
H 0.222699 -1.499680 3.894877 -0.4 0.0 0.1
H 1.910719 0.990270 3.453047 0.4 0.0 0.8
H 2.423129 -2.022540 3.109027 -0.3 0.0 -0.2
H 3.590029 -0.756050 3.432947 0.0 0.3 -0.2
```
Positions in Å, forces in eV/Å.

Its charge is -2. The spin multiplicity is 1. Its HOMO energy is -3.68 eV. The value obtained for the molar mass is 577.45 g mol⁻¹. The frontier orbital gap is 6.833 eV.

Entry 4:
The following is a quantum chemistry calculation of a molecular structure, C7H10B7Ca3F28O6, from the Open Molecules 2025 dataset.

XYZ file:
```
61
Properties=species:S:1:pos:R:3:forces:R:3
Ca -0.400392 -3.333027 -0.826679 -0.1 1.2 0.2
Ca 1.022048 2.021533 -1.365129 -0.1 -1.1 -0.7
Ca 2.608318 -1.236747 2.636161 1.0 0.1 0.2
B 1.735588 -4.417677 -2.168179 2.4 0.3 -2.1
F 2.304508 -3.451867 -2.937819 0.4 1.2 0.0
F 1.686698 -4.100067 -0.822159 -0.4 0.5 1.7
F 0.406038 -4.483027 -2.610589 -2.1 -0.8 0.2
F 2.468218 -5.527777 -2.321519 0.1 -2.0 0.0
B -1.105132 3.317243 -2.571979 -3.2 1.9 -0.1
F -2.096222 3.488353 -3.517679 -0.4 -0.4 0.1
F 0.046968 3.076683 -3.196279 3.5 -0.6 -1.2
F -1.002782 4.449543 -1.781879 0.5 1.1 0.6
F -1.320952 2.301323 -1.650149 -0.2 -1.6 0.8
B 3.637178 0.949333 0.895091 2.7 0.8 -0.8
F 2.976948 1.160363 2.083671 -0.5 1.4 1.2
F 2.848878 1.278743 -0.209059 -0.8 1.8 -0.8
F 4.931058 1.544523 0.819921 -1.9 -0.4 0.2
F 3.701008 -0.403307 0.799601 0.9 -2.7 0.1
B 1.114048 -3.579167 2.549171 -1.3 -2.0 1.3
F 0.691598 -2.400667 3.144501 -0.7 1.2 0.3
F 1.147188 -4.575197 3.495841 -0.5 -0.2 -0.4
F 0.211268 -3.853357 1.475021 0.1 -0.2 -0.2
F 2.411688 -3.353937 2.154771 1.5 -0.1 -1.4
B 2.746878 -0.432377 5.090991 1.8 -1.1 2.6
F 2.846308 -0.077717 6.405121 -0.3 1.0 0.1
F 1.731978 0.159133 4.372571 -1.2 1.5 -0.6
F 3.974918 -0.290857 4.412911 0.3 0.9 -0.9
F 2.550498 -1.791227 5.026091 -0.7 -1.6 -0.5
B 1.074178 -0.844577 -2.896739 2.1 -2.0 -1.6
F 0.452488 0.340293 -2.829459 -1.4 3.9 -0.1
F 1.330638 -1.194757 -4.205689 0.4 0.4 -0.2
F 2.202958 -0.759617 -2.093799 0.3 0.2 0.1
F 0.146608 -1.746517 -2.434119 -1.4 -1.9 1.6
B 0.383038 -0.751937 0.671351 -0.7 0.4 -1.4
F -0.871992 -1.186057 0.850621 -1.6 -1.5 0.3
F 0.863348 -0.200087 1.802101 0.6 1.3 2.2
F 1.236538 -1.696967 0.183401 0.4 -1.0 0.1
F 0.293948 0.288653 -0.240709 -0.2 1.4 -1.0
C -0.058112 2.752823 4.140671 1.1 -0.3 -0.9
C 0.587598 4.081273 4.115391 -0.9 -0.1 0.4
O 0.646358 4.384643 2.740831 0.5 0.1 -0.3
C 0.375788 3.291203 2.027481 0.9 1.4 -5.5
O 0.455788 3.163733 0.786571 0.0 0.4 4.4
O -0.086712 2.327923 2.793341 -1.0 -1.6 2.2
H -1.093922 2.907393 4.442821 -1.0 -0.7 0.1
H 0.404198 2.066353 4.849991 -0.1 -1.1 -0.1
H 1.512468 4.118193 4.691021 0.4 0.3 -0.4
H -0.174552 4.679043 4.615271 0.4 1.2 0.0
C -3.832652 0.879863 -4.603889 -0.6 0.7 -0.5
C -4.160502 0.330803 -3.230929 -0.9 0.0 0.2
C -5.187882 -0.873967 -3.083179 0.1 1.2 -1.3
O -4.518342 -1.823047 -2.259099 0.7 0.4 0.8
C -3.311032 -1.334287 -1.994319 4.7 -1.1 0.3
O -2.383772 -1.854247 -1.330099 -3.1 -0.1 -0.9
O -2.969122 -0.245557 -2.691619 -0.9 -0.9 0.6
H -2.985812 1.558963 -4.504979 0.5 -0.7 -0.1
H -4.523202 1.584203 -5.067719 -0.9 0.0 0.7
H -3.781322 0.138443 -5.401229 0.8 -0.4 0.4
H -4.383482 1.113753 -2.506109 -0.4 0.3 -0.3
H -5.359832 -1.301587 -4.070949 0.0 -0.3 0.1
H -6.158052 -0.633117 -2.648579 0.3 0.2 0.1
```
Positions in Å, forces in eV/Å.

Its charge is 0. The spin multiplicity is 2. Its HOMO energy (alpha / beta) is -11.11 / -11.08 eV. The value obtained for the molar mass is 918.01 g mol⁻¹. The frontier orbital gap (alpha / beta) is 9.073 / 1.510 eV.